Entry 1:
# C5H15N2O

2 unconnected molecules or ions with the total composition C5H15N2O at a distorted geometry (ωB97M-V/def2-TZVPD, OMol25).

## Properties
Total charge: +2
HOMO-LUMO gap (spin up / spin down) (Eh): 0.4088 / 0.1738
Molecular weight (g/mol): 119.2
Spin multiplicity: 2
ΔE to the lowest compared entry with this formula, charge and spin (kcal/mol): 92.4

Structure (XYZ):
```
23
Properties=species:S:1:pos:R:3:mulliken_spin:R:1
C -0.137 -2.399 1.860 0.040
C -0.339 -0.852 1.750 0.047
C -0.698 -0.433 0.381 0.136
C 0.536 -0.586 -0.463 0.095
N 1.473 0.549 -0.241 0.318
C 1.503 1.823 -0.593 -0.080
N 0.748 2.388 -1.537 0.294
H -0.651 -2.808 2.644 0.011
H -0.471 -2.796 0.844 0.010
H 0.940 -2.791 1.987 0.016
H -1.250 -0.643 2.410 0.116
H 0.579 -0.304 2.273 -0.003
H -1.118 0.627 0.294 0.010
H -1.495 -1.084 -0.046 0.001
H 1.013 -1.408 -0.141 -0.011
H 0.405 -0.651 -1.566 0.039
H 2.065 0.182 0.447 -0.013
H 2.345 2.549 -0.184 -0.001
H -0.088 1.943 -1.950 -0.014
H 0.831 3.495 -1.702 -0.012
H -2.451 1.715 -2.030 0.000
H -2.024 0.325 -2.373 0.000
O -1.715 1.157 -2.065 0.000
```

Entry 2:
# C5H15N2O2

2 unconnected molecules or ions with the total composition C5H15N2O2 at a distorted geometry (ωB97M-V/def2-TZVPD, OMol25).

## Properties
Total charge: +1
HOMO-LUMO gap (Eh): 0.3301
Molecular weight (g/mol): 135.2
ΔE to the lowest compared entry with this formula, charge and spin (kcal/mol): 57.6

Structure (XYZ):
```
24
Properties=species:S:1:pos:R:3:nbo_charge:R:1
C -2.393 2.635 -1.409 -0.425
C -2.527 1.519 0.811 -0.399
C 2.470 -1.325 1.574 -0.481
C 1.902 -3.141 -0.079 -0.407
C -0.852 0.846 -0.813 0.897
N -1.898 1.677 -0.472 -0.421
N 1.830 -1.627 0.272 -0.527
O -0.221 1.343 -1.829 -0.645
O -0.330 0.034 -0.022 -0.781
H -1.731 3.590 -1.369 0.207
H -2.346 2.388 -2.495 0.235
H -3.446 2.865 -1.148 0.222
H -3.621 1.638 0.673 0.210
H -2.303 0.750 1.407 0.228
H -2.170 2.404 1.486 0.195
H 1.690 -1.132 2.395 0.253
H 3.252 -2.134 1.816 0.236
H 3.002 -0.352 1.744 0.260
H 1.274 -3.695 0.667 0.252
H 1.710 -3.213 -1.185 0.245
H 2.936 -3.392 0.030 0.222
H 2.363 -1.009 -0.446 0.443
H 0.523 0.690 -2.041 0.496
H 0.885 -1.359 0.430 0.486
```

Entry 3:
# C5H15N2O2

A gas-phase ion, C5H15N2O2 (charge +1) at a distorted geometry (ωB97M-V/def2-TZVPD, OMol25).

## Properties
Total charge: +1
HOMO-LUMO gap (Eh): 0.4135
Molecular weight (g/mol): 135.2
ΔE to the lowest compared entry with this formula, charge and spin (kcal/mol): 65.5
SMILES: COC(N)(OC)[NH+](C)C

Structure (XYZ):
```
24
Properties=species:S:1:pos:R:3:nbo_charge:R:1
C 2.135 1.535 0.062 -0.258
O 0.899 0.993 -0.449 -0.549
C 0.303 0.029 0.254 0.869
N 0.001 0.407 1.862 -0.858
O 0.869 -1.193 0.357 -0.546
C 1.712 -1.672 -0.697 -0.265
N -1.100 -0.165 -0.447 -0.391
C -1.743 1.098 -0.845 -0.423
C -1.997 -1.016 0.356 -0.426
H 2.492 0.956 0.911 0.213
H 1.949 2.564 0.367 0.214
H 2.855 1.509 -0.756 0.208
H -0.081 -0.460 2.367 0.382
H -0.820 0.985 1.955 0.359
H 2.708 -1.234 -0.628 0.204
H 1.288 -1.468 -1.682 0.176
H 1.777 -2.746 -0.533 0.226
H -0.864 -0.680 -1.302 0.431
H -1.867 1.740 0.024 0.228
H -1.127 1.618 -1.575 0.253
H -2.719 0.887 -1.277 0.236
H -2.808 -1.392 -0.264 0.237
H -1.439 -1.857 0.764 0.249
H -2.424 -0.437 1.173 0.232
```